DFT (ωB97M-V/def2-TZVPD) results for a cluster of 2 separate species, C11H25O in total.

The geometry in XYZ format:
```
37
Properties=species:S:1:pos:R:3:forces:R:3
H 1.94434 -2.12533 0.13862 1.7 1.1 2.0
C 2.59131 -1.48467 0.89179 0.4 0.9 1.3
C 4.07642 -1.80085 0.89536 1.0 -0.5 -0.7
C 4.39313 -3.26036 1.21792 -0.2 -0.2 -0.1
C 2.38699 0.02119 0.65835 -0.5 0.4 -0.9
C 0.90112 0.41593 0.68784 0.4 -0.6 -0.3
C 0.65588 1.88209 0.34361 0.3 -0.5 0.0
C -0.82719 2.20537 0.33978 -0.6 -0.1 0.0
C -1.65398 1.35538 -0.63550 -0.5 -0.2 -0.2
C -3.16519 1.68550 -0.58607 0.4 0.0 0.2
C -3.95754 0.79811 -1.54795 0.3 -0.1 0.0
C -5.45515 1.03132 -1.52559 -0.3 0.1 0.0
H 2.28084 -1.62044 1.92641 -0.6 -0.6 0.1
H 4.44738 -1.53299 -0.09239 0.3 -0.1 -0.3
H 4.67193 -1.17974 1.58183 -0.6 0.2 0.0
H 5.42740 -3.61841 1.16575 0.0 0.7 -0.1
H 4.05541 -3.46794 2.22798 -0.2 -0.2 0.2
H 3.84621 -3.88693 0.52277 -0.3 -0.3 0.0
H 2.92750 0.72221 1.34567 0.0 -1.0 -0.2
H 2.77031 0.23088 -0.35455 0.0 0.2 0.2
H 0.40631 -0.21743 -0.06039 0.0 0.1 0.3
H 0.50023 0.14903 1.68036 -0.1 0.2 -0.2
H 1.26899 2.46635 1.04466 -0.5 0.3 -0.1
H 1.05806 2.05541 -0.65542 0.1 0.1 -0.1
H -1.22154 2.00092 1.33652 -0.1 0.2 0.2
H -1.06085 3.25018 0.10519 0.3 0.0 0.2
H -1.31422 1.49853 -1.67967 0.1 -0.1 0.4
H -1.56594 0.27822 -0.39320 0.1 0.5 -0.2
H -3.50342 1.49793 0.45009 -0.1 0.3 -0.3
H -3.30696 2.75175 -0.83930 -0.1 -0.3 0.2
H -3.55700 0.96584 -2.54909 0.0 -0.1 -0.1
H -3.73304 -0.23579 -1.28243 0.0 -0.2 -0.1
H -6.07778 0.43038 -2.19619 0.5 -0.2 -0.1
H -5.85241 0.83333 -0.53464 -0.1 0.2 0.3
H -5.65855 2.06121 -1.79840 -0.2 0.3 0.2
O 0.99369 -2.69522 -0.78796 -3.0 -2.2 -2.8
H 0.30728 -3.46096 -1.04175 2.1 1.8 1.4
```
Forces are in eV/Å.

Output
LUMO (alpha / beta) in Eh: 0.023 / -0.091
<S²>: 0.755
Multiplicity: 2

Results of the Löwdin charge analysis, in e, for atoms 1 through 5: number 1, H, carries 0.052; number 2, C, carries -0.225; number 3, C, carries -0.283; number 4, C, carries -0.116; number 5, C, carries -0.221